{"formula": "C37H50AlF6O23", "method": "ωB97M-V/def2-TZVPD", "elements": ["H", "H", "O", "H", "H", "H", "C", "O", "H", "F", "C", "F", "F", "C", "F", "H", "C", "H", "O", "O", "H", "O", "H", "H", "H", "H", "C", "C", "H", "O", "C", "F", "H", "O", "H", "C", "C", "F", "H", "H", "C", "H", "Al", "H", "C", "H", "O", "C", "C", "O", "H", "C", "C", "O", "C", "C", "H", "O", "H", "O", "H", "H", "H", "H", "C", "C", "C", "H", "O", "H", "C", "O", "C", "H", "H", "H", "C", "H", "C", "O", "C", "O", "O", "C", "H", "H", "C", "C", "O", "C", "O", "C", "H", "H", "H", "O", "C", "H", "C", "C", "H", "O", "H", "C", "O", "C", "H", "O", "H", "H", "H", "C", "H", "H", "H", "H", "C"], "xyz": [[0.62440, -5.35326, 6.54162], [-1.95065, 2.54500, -5.58628], [7.68964, -5.03770, -2.08579], [-7.72521, 0.69335, -8.69756], [-4.84974, 4.33067, -0.24958], [6.87728, -3.96279, -0.53019], [-3.67268, 7.54961, 0.27145], [-2.18124, 6.62393, 3.17870], [-1.27190, 2.63066, 0.54474], [4.37474, -1.70519, 2.68928], [-6.87804, 0.40912, -6.70987], [-1.21257, -3.81232, 1.75474], [-1.74271, -2.57632, 3.46058], [-3.74437, 3.43531, -4.79101], [-0.16878, -1.98463, 2.10501], [-1.03969, -4.12483, 5.21922], [-2.29843, 0.01743, 1.78678], [-5.30604, 6.41244, 1.10664], [7.60324, -1.90810, 3.69815], [9.45627, -4.25674, -3.24757], [-6.67989, 1.72817, 2.71853], [-5.53583, 0.78842, 4.99445], [6.49227, -0.38359, 4.02952], [-2.96617, 4.60601, -6.45666], [-6.85448, 4.24157, 2.69181], [5.82097, -2.40957, -2.06855], [2.18878, -5.12970, 5.08669], [1.57294, -3.91741, 3.07588], [4.60099, -4.84825, -0.71765], [-5.96929, 1.71457, -8.35703], [0.28568, -3.76184, 3.57703], [3.82884, -4.88016, 1.91390], [-6.68350, 1.02654, -5.82765], [7.61558, -2.98908, -2.95842], [-8.76533, -0.26965, -5.94516], [9.76785, -4.09399, 2.21165], [-7.25262, 1.26656, -7.89670], [4.51092, -5.85281, 3.80041], [11.98355, -3.33796, 0.82361], [-4.71176, 4.28178, -6.56214], [-3.53698, 5.49901, -3.91348], [-5.31475, 5.71668, -1.25096], [4.94143, -2.95934, 3.74050], [5.74191, -6.19951, -0.68569], [-6.49871, 2.33559, 3.61049], [10.11264, -2.57169, -0.51626], [-3.93351, 0.74466, -8.37088], [9.97884, -2.58137, 0.56449], [11.27891, -2.66833, 1.32694], [-3.59786, 0.52469, -0.21993], [11.22504, -0.64631, 2.06097], [6.54972, -4.38146, -1.48554], [-4.55150, 1.51225, 4.40188], [-3.39839, 6.34349, -3.08664], [-7.85336, -0.68810, -6.37007], [-4.54848, 5.32363, -0.58368], [-7.60488, 0.86528, 4.78964], [6.81635, -1.10872, 4.58006], [-7.13190, 4.22575, 4.42581], [-5.61671, -0.12770, -7.15104], [-6.86339, 2.16649, 5.75196], [9.37094, -1.72425, 0.86521], [-1.54634, 0.33015, -0.19782], [-8.30775, 3.46109, 3.33987], [8.35997, -4.11241, -2.80640], [6.28845, -3.29237, -2.49714], [-4.35404, 6.24191, 0.59171], [-8.11181, -1.26843, -7.25701], [10.84172, -3.32090, 2.53328], [2.93855, -5.65425, 5.65593], [-2.32996, 0.71993, 0.45824], [-4.12225, 5.67320, -5.12274], [-3.88521, 4.47388, -5.88200], [-2.67393, 1.64887, -4.26413], [-3.62938, 5.20377, -1.14220], [1.85930, -3.51168, 2.12139], [-2.28072, 2.22780, 0.52841], [-3.42209, 1.60506, -5.86674], [-6.75166, 1.53497, 4.86713], [-2.95813, 2.59889, -0.69156], [2.52013, -4.60433, 3.84138], [-4.65010, 1.67469, -1.84782], [9.26333, -4.90886, 2.90266], [-0.04638, -4.27065, 4.82300], [12.34910, -0.91065, 0.71346], [7.25423, -3.58187, 2.60556], [6.95323, -3.20844, 3.57613], [0.89892, -4.96579, 5.57210], [-3.39308, 1.27238, 4.47131], [3.90894, -4.71175, 3.30640], [-3.06508, 7.88274, 1.53127], [-2.82935, 6.71954, 2.18880], [-4.36073, 8.33182, -0.03948], [12.74555, -1.47744, 2.34580], [5.02061, -5.71149, -2.21235], [-3.13781, 4.22138, -3.75156], [-7.24656, 3.64079, 3.51215], [4.46191, -2.58269, 5.23406], [-2.90306, 2.24033, -5.14985], [-3.81174, 1.60210, -0.99726], [-2.88665, 7.43907, -0.47710], [-5.08187, 2.55320, 3.70778], [5.69848, -3.64023, -3.34875], [-0.72340, -3.03528, 2.73346], [9.31047, -3.77352, 0.97415], [11.93883, -1.34624, 1.62487], [-2.84514, 2.63198, 1.37170], [-3.43816, 5.68503, 1.55592], [-3.02602, 0.45142, 2.46797], [-4.72289, 3.11046, -4.42455], [7.34761, -3.82281, 4.38309], [5.40787, -5.33802, -1.26171], [-2.55216, -1.03221, 1.66727], [-7.88274, 2.11374, -7.63707], [-1.31497, 0.09142, 2.23970], [-7.41461, -1.37610, -5.64870], [-5.05974, 0.77080, -7.99843]], "lowdin_charge": [0.098, 0.096, 0.087, 0.138, 0.082, 0.155, -0.086, 0.165, 0.145, -0.260, -0.331, 0.141, 0.138, -0.326, 0.125, 0.108, -0.012, 0.152, -0.246, 0.145, 0.160, 0.068, 0.085, 0.141, 0.080, 0.141, -0.018, 0.049, 0.086, 0.054, -0.118, -0.030, 0.157, 0.054, 0.091, -0.569, -0.093, -0.001, 0.157, 0.134, -0.561, 0.097, 0.311, 0.094, -0.333, 0.136, 0.164, -0.095, -0.330, 0.093, 0.090, -0.318, -0.556, 0.140, -0.019, -0.022, 0.138, -0.102, 0.091, 0.085, 0.138, 0.142, 0.162, 0.090, -0.580, -0.089, -0.320, 0.089, 0.087, 0.115, -0.296, 0.067, -0.082, 0.089, 0.067, 0.127, -0.063, 0.073, -0.096, 0.040, -0.177, 0.129, 0.166, -0.032, 0.087, 0.040, -0.209, -0.063, 0.167, -0.459, 0.059, -0.565, 0.139, 0.085, 0.085, 0.091, -0.018, -0.036, 0.003, -0.582, 0.137, 0.081, 0.135, -0.599, 0.048, -0.024, 0.136, 0.079, 0.061, 0.153, 0.061, -0.013, 0.081, 0.138, 0.098, 0.092, -0.577], "charge": -1, "homo_ev": -5.2082}